a) Here is 2 unconnected molecules or ions with the total composition C2H8N5 from OMol25. Energies are from the ωB97M-V functional and the def2-TZVPD basis.

Output
LUMO (alpha / beta) (eV): -5.4 / -5.4

Geometry as ORCA input:
```
! wB97M-V def2-TZVPD RIJCOSX def2/J DEFGRID3
* xyz 1 1
N -0.03 -0.58 0.46
C 0.46 -0.72 -0.89
H 0.99 2.38 -0.27
H 1.22 2.21 -1.90
H -0.78 -0.01 2.61
H 0.79 0.47 -1.10
N 1.43 1.83 -0.97
N -1.21 -1.48 -2.39
H 2.44 1.84 -0.85
H 1.52 -1.14 -0.66
N -0.24 -1.23 -1.86
H -2.57 -0.42 2.28
C -1.50 -0.64 2.16
N -1.15 -0.89 0.83
H -1.36 -1.62 2.56
*
```

=====

b) Here is 2 unconnected molecules or ions with the total composition C2H8N5 from OMol25. Energies are from the ωB97M-V functional and the def2-TZVPD basis.

Output
LUMO (alpha / beta) (eV): -4.2 / -5.0

Geometry as ORCA input:
```
! wB97M-V def2-TZVPD RIJCOSX def2/J DEFGRID3
* xyz 1 1
H -0.28 0.52 -1.41
C 2.20 -0.25 -0.71
N 1.08 -0.39 1.40
H 1.84 -0.95 1.56
H 2.83 0.70 -0.59
N -2.65 -0.53 -0.66
N -0.11 0.53 -0.35
H 2.04 -0.33 -1.78
N -3.74 -0.41 -0.35
C 0.99 -0.10 0.08
H 2.71 -1.07 -0.29
H -1.72 1.51 0.62
H -4.22 0.30 0.18
N -1.16 0.57 0.50
H 0.19 -0.08 1.79
*
```

=====

Which structure is the least stable? The one labeled a).

=====

a) Here is C6H10Si in the gas phase from OMol25. Energies are from the ωB97M-V functional and the def2-TZVPD basis.

Output
SMILES: CC1([SiH3])C=CC=C1
LUMO (eV): 0.9

Geometry as ORCA input:
```
! wB97M-V def2-TZVPD RIJCOSX def2/J DEFGRID3
* xyz 0 1
C 2.12 -0.79 -0.19
H -0.24 1.62 1.91
C 0.12 -1.03 0.79
H 1.86 -2.03 1.76
H -0.66 -1.36 1.48
H -1.63 -0.06 -2.18
H -2.29 -0.31 -0.52
Si -0.22 1.74 0.41
H -1.30 2.70 -0.26
H 1.05 2.47 0.34
H 3.11 -1.01 -0.53
C 1.42 -1.31 0.97
C -0.13 -0.10 -0.42
H 1.66 0.22 -1.95
C 1.24 -0.21 -0.99
H -1.36 -1.57 -1.46
C -1.39 -0.57 -1.24
*
```

=====

b) Here is C6H10Si in the gas phase from OMol25. Energies are from the ωB97M-V functional and the def2-TZVPD basis.

Output
SMILES: C[SiH2]C1=CCC=C1
LUMO (eV): 0.9

Geometry as ORCA input:
```
! wB97M-V def2-TZVPD RIJCOSX def2/J DEFGRID3
* xyz 0 1
H 1.66 -0.65 2.61
H -3.37 -0.92 -1.22
C -0.01 -0.12 -0.61
H 2.66 0.76 1.90
H -1.35 -2.21 -0.24
H -2.27 1.17 -2.42
C 1.79 0.14 1.93
H 1.17 -2.02 0.50
H 0.15 1.73 -1.42
C -2.44 -0.43 -1.09
Si 1.63 -0.75 0.23
C -1.48 -1.16 -0.57
H 0.99 0.91 2.07
H -2.58 1.54 -0.60
C -2.01 0.93 -1.40
H 2.96 -0.91 -0.53
C -0.51 0.95 -1.23
*
```

=====

Which structure is the least stable? The one labeled b).

=====

a) Here is a gas-phase ion, C7H14NO (charge +1) from OMol25. Energies are from the ωB97M-V functional and the def2-TZVPD basis.

Output
LUMO (alpha / beta) (eV): -3.6 / -4.2

Geometry as ORCA input:
```
! wB97M-V def2-TZVPD RIJCOSX def2/J DEFGRID3
* xyz 1 1
C -1.13 -1.39 1.82
C 0.28 1.26 -2.16
H 2.80 -1.07 0.06
H 0.17 -2.89 1.07
C -0.40 1.18 -0.82
H -0.53 1.18 -2.87
C -0.17 0.25 -0.01
H -1.83 2.62 -1.38
C -0.37 -2.09 0.68
H 2.04 -1.55 1.64
H 1.05 0.46 -2.12
H -2.18 -1.13 1.51
H -0.94 -2.58 -0.16
C -1.34 2.26 -0.48
N 0.66 -1.04 0.14
H -2.10 1.92 0.30
H 1.96 0.16 1.03
O -0.74 -1.54 3.08
C 1.97 -0.83 0.78
H 0.86 -1.51 -0.83
H -1.32 -1.54 3.82
H -0.90 3.23 -0.10
H 0.70 2.30 -2.04
*
```

=====

b) Here is a gas-phase ion, C7H14NO (charge +1) from OMol25. Energies are from the ωB97M-V functional and the def2-TZVPD basis.

Output
SMILES: C=C[C@]1(O)CC[NH2+][C@H]1C
LUMO (eV): -3.0

Geometry as ORCA input:
```
! wB97M-V def2-TZVPD RIJCOSX def2/J DEFGRID3
* xyz 1 1
H 1.57 -0.99 -2.39
C -0.92 -0.35 1.18
N -1.50 -0.21 -1.16
C -0.10 -0.61 -1.01
H -2.15 -0.63 -1.72
H -0.69 -1.32 1.52
H 0.77 1.94 -0.23
H -0.03 -1.65 -0.83
C 1.99 0.57 2.24
H -1.25 0.28 2.13
H -2.84 -1.09 0.27
H -2.67 0.60 0.46
C 1.54 0.01 1.13
O -0.06 1.60 0.21
C -2.11 -0.31 0.25
H 1.49 1.23 3.01
H 2.32 -0.62 0.56
H 1.52 0.65 -1.96
C 0.25 0.20 0.42
H 0.52 -0.07 -3.07
C 0.87 -0.15 -2.14
H -1.44 0.79 -1.41
H 2.92 0.16 2.53
*
```

=====

Which structure is the least stable? The one labeled a).

=====

a) Here is 2 unconnected molecules or ions with the total composition C7H14NO from OMol25. Energies are from the ωB97M-V functional and the def2-TZVPD basis.

Output
LUMO (alpha / beta) (eV): -4.2 / -4.2

Geometry as ORCA input:
```
! wB97M-V def2-TZVPD RIJCOSX def2/J DEFGRID3
* xyz 1 1
H -0.66 -0.08 -2.44
H -1.95 0.07 1.40
H 0.11 2.01 -1.76
H -1.41 -1.59 0.90
C 0.08 1.99 0.34
H 2.80 -0.69 0.23
C 0.68 1.58 -0.95
H 1.65 1.35 -1.21
H -2.98 -1.05 0.46
O 0.60 -2.33 1.45
H -0.54 -1.62 -1.40
N -1.31 0.04 -0.51
H 0.81 2.17 1.16
C -1.99 -0.61 0.61
C 2.57 -0.85 1.26
H 2.82 0.01 1.90
C -0.01 0.63 -0.02
C -1.14 -0.70 -1.70
C 1.26 -1.36 1.23
H -0.83 2.64 0.17
H 3.35 -1.58 1.50
H -2.07 -0.96 -2.03
H -1.84 0.93 -0.58
*
```

=====

b) Here is a gas-phase ion, C7H14NO (charge +1) from OMol25. Energies are from the ωB97M-V functional and the def2-TZVPD basis.

Output
SMILES: C[C@@]1([NH3+])[C@H]2CCC[C@]21O
LUMO (eV): -3.1

Geometry as ORCA input:
```
! wB97M-V def2-TZVPD RIJCOSX def2/J DEFGRID3
* xyz 1 1
H 0.69 -1.42 -1.70
C 1.67 1.33 -0.50
C -0.55 0.84 0.31
C 0.35 -0.04 1.13
C -0.05 -1.77 -0.92
H 2.23 0.76 1.54
O -1.76 1.35 0.84
H 0.01 0.87 -1.76
H -2.06 -0.25 0.95
H -0.91 -2.03 -1.55
H 2.30 1.02 -1.32
H 0.29 -2.61 -0.46
C 1.78 0.24 0.70
H -2.46 -1.58 -0.10
N -1.84 -1.27 0.60
C 0.17 1.44 -0.87
H -1.90 2.29 0.64
H 0.22 -0.37 2.15
C -0.56 -0.79 0.13
H -0.16 2.48 -1.20
H 2.12 -0.70 0.30
H -1.61 -2.05 1.23
H 2.04 2.29 -0.12
*
```

=====

Which structure is the least stable? The one labeled a).